Record 1
This record from the OMol25 dataset describes 5 unconnected molecules or ions with the total composition C67H42Cl2O10. The level of theory is wB97M-V/def2-TZVPD.

total energy	-115671.707	eV
frontier orbital gap	7.15	eV
HOMO level	-8.43	eV
SMILES	O=C1CC(Cl)(Cl)[C@@H](Cc2ccccc2)O1.O=C1c2ccccc2C(=O)c2ccccc21.O=C1c2ccccc2C(=O)c2ccccc21.O=C1c2ccccc2C(=O)c2ccccc21.O=C1c2ccccc2C(=O)c2ccccc21
molecular weight	1077.97	g/mol

Last column: Mulliken charge in e.
Cartesian coordinates (Å):
O 4.335 -3.566 -5.746  -0.57
C 4.493 -2.240 -5.751  0.45
C 5.846 -1.339 -6.082  -0.49
C 5.055 -0.189 -7.004  0.32
Cl 4.590 -1.218 -8.496  -0.11
Cl 6.143 1.199 -7.575  -0.17
C 3.908 0.179 -5.891  0.06
C 2.570 1.021 -6.330  -0.88
C 1.341 -0.107 -6.447  0.47
C 0.363 -0.515 -5.167  -0.30
C -0.777 -1.676 -5.405  -0.32
C -0.886 -2.357 -6.896  -0.41
C 0.044 -1.944 -8.188  -0.51
C 1.185 -0.787 -7.966  -0.29
O 3.512 -1.185 -5.407  -0.18
H 6.118 -0.939 -5.012  0.26
H 6.596 -2.041 -6.650  0.29
H 4.353 0.672 -4.911  0.28
H 2.704 1.600 -7.366  0.31
H 2.262 1.869 -5.549  0.33
H 0.565 0.056 -4.163  0.27
H -1.476 -1.966 -4.484  0.33
H -1.682 -3.202 -7.057  0.28
H -0.046 -2.406 -9.270  0.28
H 1.882 -0.434 -8.838  0.30
O -3.270 -4.508 0.442  -0.68
C -2.355 -3.760 0.762  0.45
C -1.144 -3.656 -0.077  0.65
C -1.052 -4.404 -1.258  -0.26
C 0.071 -4.281 -2.077  -0.80
C 1.103 -3.413 -1.721  -0.58
C 1.022 -2.680 -0.536  -0.89
C -0.101 -2.806 0.291  0.31
C -0.170 -2.041 1.552  0.35
O 0.770 -1.337 1.902  -0.73
C -1.389 -2.129 2.380  0.14
C -1.479 -1.379 3.560  -0.63
C -2.641 -1.430 4.333  -0.28
C -3.712 -2.228 3.931  -0.82
C -3.618 -2.987 2.763  -0.57
C -2.451 -2.942 1.988  0.59
H -1.856 -5.079 -1.545  0.30
H 0.139 -4.859 -2.996  0.49
H 1.973 -3.307 -2.366  0.56
H 1.834 -2.008 -0.262  0.62
H -0.649 -0.751 3.878  0.41
H -2.711 -0.844 5.246  0.54
H -4.621 -2.260 4.528  0.40
H -4.457 -3.610 2.457  0.47
O -8.751 -4.162 -4.778  -0.69
C -8.192 -3.549 -3.876  0.66
C -7.084 -4.173 -3.123  0.20
C -6.658 -5.464 -3.458  -0.64
C -5.586 -6.044 -2.778  -0.88
C -4.938 -5.338 -1.766  -0.19
C -5.372 -4.058 -1.418  -0.23
C -6.451 -3.476 -2.094  0.02
C -6.915 -2.129 -1.708  0.47
O -6.395 -1.540 -0.768  -0.71
C -8.009 -1.498 -2.473  0.10
C -8.432 -0.205 -2.138  -0.46
C -9.443 0.412 -2.877  -0.48
C -10.031 -0.257 -3.950  -0.45
C -9.620 -1.551 -4.277  -0.54
C -8.610 -2.176 -3.533  0.11
H -7.156 -6.019 -4.252  0.45
H -5.254 -7.046 -3.043  0.40
H -4.094 -5.785 -1.244  0.53
H -4.864 -3.515 -0.623  0.65
H -7.975 0.325 -1.305  0.45
H -9.767 1.417 -2.618  0.39
H -10.811 0.228 -4.533  0.39
H -10.086 -2.068 -5.114  0.45
O -2.499 1.611 7.059  -0.68
C -1.584 2.360 7.380  0.61
C -0.373 2.463 6.540  0.07
C -0.282 1.716 5.359  -0.51
C 0.842 1.838 4.540  -0.55
C 1.874 2.707 4.896  -0.47
C 1.792 3.439 6.081  -0.78
C 0.670 3.313 6.908  0.43
C 0.600 4.078 8.169  0.55
O 1.540 4.782 8.519  -0.68
C -0.618 3.990 8.998  0.10
C -0.709 4.740 10.178  -0.52
C -1.870 4.689 10.950  -0.46
C -2.941 3.892 10.548  -0.47
C -2.847 3.132 9.380  -0.48
C -1.680 3.177 8.605  0.10
H -1.086 1.040 5.072  0.34
H 0.909 1.260 3.621  0.61
H 2.744 2.812 4.252  0.68
H 2.604 4.111 6.355  0.46
H 0.121 5.369 10.495  0.45
H -1.940 5.275 11.864  0.39
H -3.850 3.859 11.145  0.39
H -3.687 2.510 9.075  0.44
O 8.627 3.660 -1.131  -0.69
C 7.733 3.506 -0.308  0.56
C 7.130 2.174 -0.098  0.34
C 7.600 1.077 -0.831  -0.71
C 7.063 -0.192 -0.609  -0.51
C 6.060 -0.370 0.343  -0.60
C 5.578 0.726 1.062  -0.59
C 6.110 2.001 0.836  0.20
C 5.581 3.156 1.589  0.52
O 4.647 3.013 2.369  -0.66
C 6.196 4.484 1.393  0.21
C 5.727 5.580 2.128  -0.54
C 6.324 6.832 1.975  -0.52
C 7.390 6.993 1.090  -0.45
C 7.851 5.904 0.346  -0.62
C 7.249 4.648 0.493  0.32
H 8.387 1.207 -1.572  0.48
H 7.433 -1.044 -1.176  0.46
H 5.650 -1.361 0.525  0.46
H 4.790 0.580 1.800  0.58
H 4.898 5.461 2.825  0.50
H 5.961 7.681 2.550  0.40
H 7.863 7.966 0.978  0.39
H 8.681 6.039 -0.345  0.45

---

Record 2
This record from the OMol25 dataset describes a molecular structure, C67H72F6N5O2. The level of theory is wB97M-V/def2-TZVPD.

total energy	-98482.154	eV
frontier orbital gap	4.87	eV
HOMO level	-9.25	eV
total charge	+1
molecular weight	1093.33	g/mol

Last column: Mulliken charge in e.
Cartesian coordinates (Å):
C 2.117 -2.152 -0.399  -1.53
C 1.354 -2.638 -1.627  1.67
C 1.414 -1.627 -2.787  -1.39
C 2.045 -3.925 -2.115  -1.89
C -0.115 -2.993 -1.270  0.43
C -0.931 -3.460 -2.316  -0.40
C -1.937 -4.395 -2.055  -1.24
C -2.021 -4.966 -0.784  -0.16
C -1.252 -4.469 0.285  1.10
C -1.047 -5.370 1.512  1.79
C -2.305 -5.316 2.383  -1.22
C 0.245 -5.001 2.245  -1.15
C -0.873 -6.836 1.074  -1.75
C -0.637 -3.196 0.061  -0.54
N -0.947 -2.066 0.929  1.83
C -1.507 -0.907 0.398  -2.29
C -0.809 -0.099 -0.582  1.53
C -1.834 0.314 -1.610  -0.29
C -2.027 1.646 -2.015  0.29
C -3.169 1.994 -2.721  -0.89
C -4.071 0.963 -3.049  -0.67
N -5.457 1.295 -3.078  1.11
O -6.290 0.362 -3.188  -0.62
O -5.784 2.495 -2.924  -0.60
C -3.742 -0.404 -2.923  -0.88
C -2.638 -0.703 -2.143  0.62
N -2.506 -0.440 1.220  1.72
C -3.783 0.245 0.864  -0.47
C -4.914 -0.532 0.436  0.04
C -5.135 -2.062 0.646  1.96
C -6.453 -2.579 0.040  -2.40
C -5.237 -2.406 2.134  -1.57
C -4.051 -2.835 -0.066  -1.27
C -5.967 0.130 -0.199  0.19
C -6.131 1.505 -0.097  -1.73
C -5.199 2.218 0.630  -0.09
C -3.974 1.646 1.018  0.26
C -3.040 2.721 1.641  1.97
C -3.013 3.953 0.712  -1.68
C -1.614 2.266 1.818  -0.82
C -3.607 3.126 3.010  -1.81
C -2.341 -1.140 2.433  -1.86
C -1.489 -2.161 2.238  -0.77
H 2.230 -2.955 0.346  0.26
H 3.124 -1.810 -0.683  0.67
H 1.597 -1.319 0.078  0.06
H 1.134 -2.120 -3.729  0.55
H 0.756 -0.758 -2.667  -0.01
H 2.440 -1.250 -2.897  0.49
H 1.559 -4.328 -3.012  0.37
H 3.097 -3.722 -2.351  0.49
H 2.016 -4.704 -1.342  0.29
H -0.757 -3.134 -3.349  0.50
H -2.591 -4.740 -2.859  0.47
H -2.676 -5.829 -0.633  0.37
H -3.156 -5.751 1.836  0.28
H -2.159 -5.891 3.308  0.53
H -2.571 -4.288 2.653  0.10
H 1.103 -5.266 1.610  0.34
H 0.332 -3.938 2.476  -0.11
H 0.311 -5.570 3.181  0.41
H -0.048 -6.932 0.356  0.36
H -0.636 -7.453 1.951  0.47
H -1.778 -7.250 0.615  0.38
H -0.074 -0.776 -1.021  -1.09
H -1.288 2.408 -1.777  0.85
H -3.405 3.027 -2.968  0.44
H -4.399 -1.175 -3.321  0.45
H -2.389 -1.739 -1.898  -0.20
H -6.490 -2.434 -1.047  0.49
H -6.539 -3.660 0.223  0.38
H -7.324 -2.102 0.505  0.53
H -4.331 -2.171 2.693  0.21
H -6.066 -1.835 2.572  0.47
H -5.449 -3.477 2.265  0.38
H -3.049 -2.474 0.160  -0.06
H -4.084 -3.899 0.202  0.93
H -4.174 -2.757 -1.156  0.18
H -6.740 -0.425 -0.727  0.50
H -7.012 1.986 -0.519  0.43
H -5.425 3.265 0.841  0.38
H -3.933 4.549 0.772  0.51
H -2.177 4.616 0.974  0.41
H -2.879 3.650 -0.337  0.16
H -1.529 1.415 2.501  0.32
H -1.208 2.012 0.837  -0.11
H -0.997 3.093 2.206  0.82
H -3.631 2.257 3.679  0.36
H -2.974 3.893 3.475  0.46
H -4.626 3.522 2.931  0.35
H -2.931 -0.881 3.300  0.73
H -1.164 -2.915 2.937  1.39
F 5.617 7.083 -1.437  -0.28
C 4.435 6.626 -1.919  0.83
F 3.646 6.279 -0.849  -0.25
F 3.795 7.677 -2.535  -0.27
C 4.536 5.476 -2.879  -1.08
N 3.175 5.142 -3.295  0.54
C 2.692 5.729 -4.467  0.40
C 3.472 5.693 -5.639  -0.46
C 2.928 6.145 -6.837  -0.82
C 1.636 6.684 -6.861  -0.41
C 0.894 6.801 -5.680  -0.90
C 1.450 6.382 -4.477  -0.06
C 2.524 4.092 -2.653  0.81
C 1.237 4.269 -2.126  -0.81
C 0.712 3.335 -1.252  -0.46
C 1.351 2.080 -1.055  -0.35
C 0.843 1.107 -0.109  1.24
C 1.586 0.882 1.065  0.11
C 1.121 -0.028 2.068  -0.34
C 2.002 -0.596 2.963  -1.02
C 3.358 -0.191 2.960  -0.25
N 4.276 -0.849 3.787  0.50
C 3.850 -1.056 5.172  -1.17
C 4.655 -0.162 6.071  0.91
F 4.293 -0.238 7.379  -0.28
F 5.997 -0.436 5.991  -0.24
F 4.520 1.148 5.666  -0.26
C 5.468 -1.416 3.347  1.08
C 6.159 -0.919 2.219  -0.38
C 7.469 -1.329 1.965  -0.72
C 8.059 -2.331 2.743  -0.66
C 7.338 -2.914 3.789  -0.66
C 6.059 -2.468 4.086  -0.52
C 3.720 0.967 2.239  -0.72
C 2.838 1.535 1.348  -1.06
C 2.633 1.891 -1.647  -0.66
C 3.208 2.875 -2.426  -0.92
H 5.118 5.805 -3.742  0.38
H 4.973 4.623 -2.362  0.51
H 4.475 5.266 -5.591  0.37
H 3.513 6.063 -7.752  0.39
H 1.208 7.036 -7.801  0.39
H -0.114 7.214 -5.676  0.38
H 0.948 6.571 -3.530  0.57
H 0.668 5.162 -2.370  -0.04
H -0.174 3.594 -0.655  0.32
H -0.318 0.988 -0.009  -2.21
H 0.079 -0.342 2.050  0.55
H 1.671 -1.411 3.615  0.63
H 2.813 -0.730 5.257  0.36
H 3.975 -2.096 5.489  0.50
H 5.680 -0.192 1.566  0.46
H 8.023 -0.868 1.145  0.38
H 9.078 -2.661 2.540  0.36
H 7.761 -3.723 4.386  0.41
H 5.500 -2.942 4.891  0.29
H 4.720 1.387 2.379  0.95
H 3.121 2.435 0.800  0.78
H 3.179 0.970 -1.423  0.69
H 4.185 2.720 -2.890  0.65

---

Record 3
This record from the OMol25 dataset describes 14 unconnected molecules or ions with the total composition C67H88F8O17S10. The level of theory is wB97M-V/def2-TZVPD.

total energy	-235791.866	eV
frontier orbital gap	7.16	eV
HOMO level	-8.59	eV
molecular weight	1638.08	g/mol

Last column: Mulliken charge in e.
Cartesian coordinates (Å):
C 1.831 -4.622 -5.980  -1.13
C 1.622 -4.945 -4.507  1.04
C 1.826 -3.785 -3.588  0.01
F 3.109 -3.331 -3.875  -0.24
F 0.872 -2.814 -3.806  -0.04
F 0.456 -5.599 -4.387  -0.30
F 2.540 -5.848 -4.134  -0.34
O 1.108 -3.495 -6.372  -0.29
C -0.163 -3.816 -7.002  0.89
C -0.723 -2.506 -7.579  0.62
F 0.294 -1.922 -8.249  -0.28
F -1.746 -2.645 -8.394  -0.29
F -0.079 -4.647 -8.052  -0.28
F -1.045 -4.288 -6.054  -0.25
H 1.490 -5.421 -6.640  0.43
H 2.893 -4.460 -6.166  0.48
H 1.860 -4.103 -2.546  0.26
H -1.053 -1.726 -6.893  -0.19
C 5.379 -0.329 -3.423  -1.08
S 5.204 -1.877 -2.635  0.80
O 6.410 -2.740 -3.002  -0.75
C 5.539 -1.272 -0.976  -0.95
H 5.263 -0.744 -4.424  0.37
H 6.376 0.080 -3.258  0.39
H 4.585 0.403 -3.275  0.31
H 6.564 -0.901 -0.955  0.42
H 5.460 -2.217 -0.438  0.33
H 4.850 -0.442 -0.819  0.09
C 1.676 3.858 3.890  -0.05
S 1.838 4.848 5.440  0.27
O 0.635 4.575 6.379  -0.57
C 3.183 3.902 6.261  -0.24
H 1.081 4.334 3.110  0.16
H 1.311 2.836 3.985  -0.08
H 2.617 3.547 3.435  0.10
H 2.963 3.916 7.329  0.54
H 4.124 4.443 6.156  0.40
H 3.167 2.915 5.798  -0.51
C -0.343 0.474 -1.712  1.29
S 1.219 -0.200 -1.033  0.60
O 2.378 0.435 -1.849  -0.41
C 1.212 0.583 0.657  -0.54
H -0.333 1.563 -1.768  -0.95
H -1.082 0.274 -0.936  -0.47
H -0.559 0.223 -2.750  -0.03
H 0.237 0.518 1.141  -0.22
H 1.481 1.616 0.434  0.12
H 1.890 0.003 1.283  0.48
C 4.315 -0.134 5.381  -0.55
S 5.525 0.396 6.646  0.41
O 5.897 1.896 6.500  -0.57
C 4.680 0.086 8.216  -0.83
H 3.574 0.659 5.275  0.00
H 3.899 -1.119 5.592  0.43
H 4.840 -0.245 4.432  0.22
H 5.328 0.164 9.089  0.34
H 4.261 -0.919 8.257  0.33
H 3.856 0.798 8.179  0.23
C 5.326 4.977 -5.240  -0.66
S 6.734 4.252 -4.175  0.38
O 5.831 3.618 -3.160  -0.45
C 7.489 3.036 -5.332  -0.79
H 4.557 4.208 -5.295  0.00
H 5.621 5.186 -6.268  0.39
H 4.810 5.810 -4.762  0.30
H 7.666 3.165 -6.399  0.38
H 6.652 2.338 -5.295  0.17
H 8.334 2.601 -4.798  0.31
C -0.858 4.652 -2.468  -0.53
S 0.390 6.004 -2.300  0.31
O 0.382 6.455 -0.811  -0.55
C 1.929 5.081 -2.742  -0.73
H -1.213 4.614 -3.498  0.59
H -1.715 4.750 -1.802  0.37
H -0.612 3.592 -2.420  -0.18
H 2.209 4.219 -2.136  0.23
H 2.735 5.800 -2.590  0.38
H 2.012 4.628 -3.730  0.26
C 4.124 -3.605 3.718  -0.62
S 3.237 -4.552 2.380  0.74
O 3.768 -5.942 2.336  -0.71
C 1.735 -4.750 3.423  -0.79
H 5.120 -3.337 3.365  0.42
H 4.162 -4.299 4.558  0.39
H 3.616 -2.672 3.963  -0.19
H 1.366 -3.789 3.781  0.02
H 1.876 -5.278 4.366  0.46
H 0.956 -5.270 2.865  0.29
C 4.457 3.313 0.821  -0.60
S 5.572 3.644 2.265  0.32
O 4.939 4.528 3.282  -0.54
C 5.384 1.899 2.895  -0.55
H 4.792 2.502 0.174  0.24
H 4.651 4.046 0.039  0.52
H 3.432 3.170 1.165  -0.01
H 6.069 1.172 2.458  0.48
H 4.372 1.535 2.719  0.04
H 5.442 2.015 3.977  0.16
C -4.156 0.690 -5.608  -0.96
S -4.772 0.887 -3.951  0.36
O -3.753 0.497 -2.920  -0.44
C -4.555 2.615 -3.863  -0.81
H -3.806 -0.313 -5.852  0.19
H -3.472 1.455 -5.976  0.21
H -5.086 0.808 -6.165  0.58
H -5.018 3.113 -4.715  0.47
H -3.484 2.817 -3.865  -0.01
H -5.087 2.998 -2.992  0.37
C 0.557 1.340 -7.431  -1.10
S -0.233 1.533 -5.750  0.49
O -0.967 0.197 -5.541  -0.46
C 1.306 1.635 -4.723  -0.26
H 1.224 0.478 -7.409  0.23
H 1.144 2.210 -7.723  0.39
H -0.158 1.165 -8.236  0.40
H 1.937 0.809 -5.049  0.27
H 1.050 1.575 -3.666  -0.21
H 1.917 2.536 -4.783  0.16
C -1.818 2.876 6.329  -0.40
C -2.974 2.276 6.881  -0.63
C -3.206 0.935 6.750  -0.85
C -2.389 0.068 5.953  0.28
C -1.300 0.690 5.358  0.41
C -0.974 1.975 5.734  0.41
C -0.426 -0.049 4.395  -0.58
O 0.678 0.394 4.036  -0.35
C -1.058 -1.347 3.797  0.73
C -0.590 -1.993 2.667  -0.55
C -1.118 -3.161 2.210  -0.88
C -2.269 -3.663 2.812  -0.41
C -2.785 -3.120 4.022  -1.17
C -2.268 -1.879 4.488  0.79
C -2.794 -1.332 5.664  0.27
O -3.628 -1.886 6.361  -0.67
H -1.650 3.939 6.429  0.64
H -3.697 3.033 7.146  0.38
H -4.080 0.646 7.314  0.40
H -0.122 2.516 5.349  -0.25
H 0.394 -1.733 2.305  0.70
H -0.731 -3.632 1.318  0.83
H -2.890 -4.374 2.287  0.30
H -3.646 -3.709 4.302  0.47
C -2.560 -2.923 -2.270  -0.67
C -1.978 -3.783 -1.372  -0.52
C -2.687 -4.740 -0.609  -0.73
C -4.039 -4.842 -0.779  0.36
C -4.706 -4.043 -1.706  0.31
C -3.952 -3.037 -2.439  -0.87
C -6.191 -4.119 -2.016  0.64
O -6.767 -3.355 -2.746  -0.63
C -6.935 -5.152 -1.227  0.36
C -8.271 -5.552 -1.530  -0.63
C -9.022 -6.361 -0.662  -0.46
C -8.443 -6.803 0.491  -0.60
C -7.071 -6.540 0.731  -0.29
C -6.265 -5.781 -0.102  0.21
C -4.796 -5.662 0.214  0.20
O -4.231 -6.124 1.285  -0.75
H -1.968 -2.357 -2.974  0.74
H -0.946 -3.946 -1.099  0.50
H -2.189 -5.311 0.161  0.76
H -4.277 -2.406 -3.253  0.38
H -8.717 -5.176 -2.439  0.47
H -9.981 -6.845 -0.771  0.34
H -8.893 -7.483 1.200  0.38
H -6.581 -7.018 1.566  0.45
C -1.394 5.849 2.211  -0.83
C -2.035 5.842 3.531  -0.69
C -3.007 4.929 3.724  -0.78
C -3.251 3.896 2.846  0.46
C -2.413 3.710 1.725  0.68
C -1.534 4.714 1.371  -0.43
C -2.443 2.454 0.921  0.52
O -1.678 2.367 -0.084  -0.34
C -3.465 1.391 1.286  0.27
C -3.694 0.274 0.397  -0.26
C -4.552 -0.705 0.826  -0.35
C -5.250 -0.563 2.018  -0.84
C -5.148 0.560 2.827  -0.98
C -4.278 1.571 2.441  0.34
C -4.388 3.000 3.195  0.26
O -5.286 3.178 4.093  -0.68
H -0.770 6.651 1.844  0.53
H -1.788 6.650 4.204  0.49
H -3.760 4.977 4.496  0.55
H -0.947 4.749 0.465  0.24
H -3.198 0.095 -0.545  0.49
H -4.806 -1.598 0.276  0.46
H -5.841 -1.450 2.195  0.50
H -5.791 0.756 3.672  0.50

---

- The highest HOMO level belongs to which entry?
  C67H42Cl2O10